<w>
Below is C4H11N2 as an isolated structure, with properties calculated with ωB97M-V/def2-TZVPD.

LUMO level in eV: -6.754
Gap between HOMO and LUMO in Ha: 0.243

```
! RIJCOSX wB97M-V def2-TZVPD def2/J DEFGRID3
* xyz 1 1
C -0.6843 -1.9484 -0.2060
C -0.5706 -0.5047 0.1705
C 0.7511 0.0577 0.1103
C 1.2169 1.1130 0.8905
N 2.5429 1.3287 1.0134
N -2.1878 0.7440 -1.2039
H 0.1825 -2.3432 -0.7419
H -0.7589 -2.6188 0.6412
H -0.9342 -0.3175 1.2176
H -1.3360 0.1399 -0.5451
H 1.4951 -0.5763 -0.3238
H 0.5055 1.8368 1.3604
H 3.2120 0.6305 0.7459
H 2.7713 2.3176 1.0080
H -2.0804 1.7515 -1.1418
H -1.5412 -2.1337 -0.8883
H -2.5840 0.5229 -2.1068
*
```

---

<x>
Below is a 2-piece molecular cluster, C4H11N2 overall, with properties calculated with ωB97M-V/def2-TZVPD.

LUMO level in eV: -5.731
Gap between HOMO and LUMO in Ha: 0.254

```
! RIJCOSX wB97M-V def2-TZVPD def2/J DEFGRID3
* xyz 1 1
C -0.6337 2.3306 0.7329
N -1.2380 3.4200 1.0053
H 0.3826 2.3778 0.3669
H -1.1399 1.3845 0.8870
H -2.1748 3.4030 1.3885
H -0.7652 4.3101 0.8594
C 0.4884 0.0745 -1.2074
C 1.0015 -1.3195 -0.8770
C 0.3266 -3.1595 0.3487
N 0.0575 -1.9637 0.0426
H 1.1927 0.6931 -1.7627
H -0.4562 0.0148 -1.7525
H 0.2805 0.5065 -0.2335
H 1.9743 -1.2412 -0.3892
H 1.1226 -1.9206 -1.7841
H 1.2008 -3.6822 -0.0493
H -0.3302 -3.7034 1.0173
*
```

---

<y>
Below is C4H11N2 as an isolated structure, with properties calculated with ωB97M-V/def2-TZVPD.

LUMO level in eV: -3.556
Gap between HOMO and LUMO in Ha: 0.375

```
! RIJCOSX wB97M-V def2-TZVPD def2/J DEFGRID3
* xyz 1 1
C -0.0521 -1.0457 -1.0319
C 0.5666 -0.2760 0.0895
C 1.8578 -0.6483 0.7822
C -2.3060 0.0012 0.4041
N -0.6194 -0.9181 0.2820
N 0.4059 1.1985 -0.3807
H -0.5758 -0.5494 -1.9324
H 0.3205 -2.0476 -1.4527
H 2.8112 -0.6244 0.3252
H 1.8627 -1.7574 1.1418
H 1.8403 -0.1671 1.6713
H -2.1213 0.9460 -0.2298
H -2.8370 -0.8114 0.1549
H -2.2646 0.3605 1.4092
H 0.8021 1.2404 -1.3024
H 0.7855 1.8061 0.3451
H -0.5386 1.3786 -0.2142
*
```

---

Energies in eV, measured from the most stable structure: <w> 2.149; <x> 0.000; <y> 2.324.

---

<w>
Below is a 2-piece molecular cluster, C4H11N2 overall, with properties calculated with ωB97M-V/def2-TZVPD.

LUMO level in eV: -3.322
Gap between HOMO and LUMO in Ha: 0.406

```
! RIJCOSX wB97M-V def2-TZVPD def2/J DEFGRID3
* xyz 1 1
C 0.9835 0.9014 -2.1183
C -0.2659 1.2889 -1.8629
H 1.2334 0.3757 -3.0325
H 1.8054 1.1655 -1.4629
H -1.0944 1.0092 -2.4987
H -0.4685 2.0588 -1.1246
C -0.5287 0.3835 2.4059
N 0.1923 -1.8288 -0.4410
C -0.1062 -1.3721 0.7513
N 0.0365 -0.1432 1.1532
H 0.1833 1.0714 2.8501
H -0.7680 -0.4241 3.0904
H -1.4334 0.9368 2.1549
H 0.5337 -1.1804 -1.1480
H 0.0074 -2.7950 -0.6673
H -0.6338 -2.0296 1.4343
H 0.3233 0.5823 0.5162
*
```

---

<x>
Below is a 2-piece molecular cluster, C4H11N2 overall, with properties calculated with ωB97M-V/def2-TZVPD.

LUMO level in eV: -5.230
Gap between HOMO and LUMO in Ha: 0.265

```
! RIJCOSX wB97M-V def2-TZVPD def2/J DEFGRID3
* xyz 1 1
C -0.2447 0.6597 1.9020
C 0.7929 0.4593 0.7914
C 1.1048 -0.8261 0.4876
N 1.7721 -1.2469 -0.6411
H -0.1752 -0.0305 2.7299
H -0.2171 1.6616 2.3203
H -1.2713 0.5283 1.4539
H 1.2776 1.3217 0.3987
H 0.8618 -1.6313 1.1723
H 2.5290 -1.9166 -0.4681
H 2.1997 -0.4788 -1.1421
C -1.4177 -0.1172 -2.0150
N -1.5058 0.7500 -1.0664
H -0.4227 -0.5951 -2.0991
H -2.2770 -0.4430 -2.6153
H -2.3626 1.2054 -0.7363
H -0.6438 0.6994 -0.4726
*
```

---

<y>
Below is an isolated ion of composition C4H11N2 and charge +1, with properties calculated with ωB97M-V/def2-TZVPD.

LUMO level in eV: -3.862
SMILES string: CCCNC=[NH2+]
Gap between HOMO and LUMO in Ha: 0.416

```
! RIJCOSX wB97M-V def2-TZVPD def2/J DEFGRID3
* xyz 1 1
C 0.3880 2.4148 -1.1102
C -0.7223 1.5897 -0.4085
C -0.2828 0.7421 0.8020
N 0.3925 -0.4992 0.3575
C -0.2549 -1.6435 0.3178
N 0.3524 -2.8123 0.1648
H 1.2272 1.8674 -1.5264
H 0.7589 3.0821 -0.3286
H -0.1267 3.0854 -1.7935
H -1.5806 1.1240 -0.8896
H -1.1942 2.4300 0.1326
H -1.0211 0.4861 1.5557
H 0.4771 1.3383 1.3038
H 1.3843 -0.6427 0.1878
H -1.2827 -1.6218 0.6633
H -0.1626 -3.5562 -0.2642
H 1.3097 -2.8575 -0.1610
*
```

---

<z>
Below is a 2-piece molecular cluster, C4H11N2 overall, with properties calculated with ωB97M-V/def2-TZVPD.

LUMO level in eV: -3.166
Gap between HOMO and LUMO in Ha: 0.368

```
! RIJCOSX wB97M-V def2-TZVPD def2/J DEFGRID3
* xyz 1 1
C 0.0758 0.7933 -2.4350
C 1.1675 0.0878 -2.7467
H 0.0966 1.8308 -2.1179
H -0.9300 0.4229 -2.5983
H 2.1563 0.5221 -2.6561
H 1.0813 -0.9266 -3.1166
C 0.0637 0.1582 1.3969
C -0.8907 -0.5879 1.9799
N -2.0654 -0.0342 2.4095
N 0.9472 -0.4743 0.3990
H 0.1519 1.2309 1.4640
H -0.7655 -1.6648 2.0589
H -2.3951 -0.3547 3.3105
H -2.1808 0.9550 2.2597
H 1.9519 -0.3969 0.5899
H 0.8137 -0.0919 -0.5658
H 0.7216 -1.4699 0.3681
*
```

---

Energies in eV, measured from the most stable structure: <w> 0.306; <x> 1.510; <y> 0.000; <z> 1.309.

---

<w>
Below is an isolated ion of composition C4H11N2 and charge +1, with properties calculated with ωB97M-V/def2-TZVPD.

LUMO level in eV: -3.723
SMILES string: CCCNC=[NH2+]
Gap between HOMO and LUMO in Ha: 0.412

```
! RIJCOSX wB97M-V def2-TZVPD def2/J DEFGRID3
* xyz 1 1
C -0.3267 2.2570 -0.4827
C -0.0923 1.4575 0.7989
C 0.8748 0.2654 0.5731
N 0.3033 -0.7694 -0.2948
C -0.0707 -1.9618 0.1132
N -0.4621 -2.9081 -0.6930
H -0.9838 1.7112 -1.1589
H 0.5866 2.6039 -0.9533
H -0.9335 3.1123 -0.1770
H -1.0137 0.9829 1.1564
H 0.2727 2.0002 1.6681
H 1.1362 -0.2134 1.5147
H 1.7300 0.6985 0.0550
H 0.4584 -0.6574 -1.2967
H 0.0304 -2.0478 1.1914
H -0.6643 -3.8613 -0.4160
H -0.8453 -2.6699 -1.5982
*
```

---

<x>
Below is a 2-piece molecular cluster, C4H11N2 overall, with properties calculated with ωB97M-V/def2-TZVPD.

LUMO level in eV: -4.868
Gap between HOMO and LUMO in Ha: 0.365

```
! RIJCOSX wB97M-V def2-TZVPD def2/J DEFGRID3
* xyz 1 1
C -1.4223 -1.4901 0.4043
C 0.0765 -1.2874 0.3789
C 0.6303 0.4623 1.8131
N 0.3873 0.1312 0.5691
H -1.7009 -2.5478 0.2920
H -1.7858 -1.2199 1.4350
H -1.9312 -0.9365 -0.4501
H 0.4716 -1.6166 -0.5927
H 0.5522 -1.8214 1.1725
H 1.1664 -0.2418 2.4778
H 0.1659 1.3623 2.2443
C 0.2464 1.6725 -0.8835
N 0.2989 0.7978 -2.1946
H 1.1365 2.1792 -0.5184
H -0.7492 1.8545 -0.5605
H -0.4734 0.1162 -2.1279
H 1.1590 0.2255 -2.2696
*
```

---

Energies in eV, measured from the most stable structure: <w> 0.000; <x> 3.756.

---

<w>
Below is a 2-piece molecular cluster, C4H11N2 overall, with properties calculated with ωB97M-V/def2-TZVPD.

LUMO level in eV: -3.592
Gap between HOMO and LUMO in Ha: 0.385

```
! RIJCOSX wB97M-V def2-TZVPD def2/J DEFGRID3
* xyz 1 1
C 0.1003 1.6521 0.2810
C 1.1013 -0.8079 -1.9280
C -0.4797 0.5117 2.2574
C -0.6354 -1.1877 -0.2356
N -0.2841 -0.8904 -1.4378
N -0.3580 0.6611 0.8971
H 0.1720 1.7350 -0.8844
H 0.4424 2.5992 0.7855
H 1.3276 0.1708 -2.4422
H 1.7675 -0.7542 -1.0045
H 1.2380 -1.7087 -2.6810
H -1.3759 -0.1701 2.3869
H -0.8912 1.4939 2.8468
H 0.4735 0.1735 2.7468
H -1.6497 -1.0028 0.0583
H 0.0094 -1.8158 0.4897
H -0.9581 -0.6596 -2.1360
*
```

---

<x>
Below is a 2-piece molecular cluster, C4H11N2 overall, with properties calculated with ωB97M-V/def2-TZVPD.

LUMO level in eV: -4.371
Gap between HOMO and LUMO in Ha: 0.358

```
! RIJCOSX wB97M-V def2-TZVPD def2/J DEFGRID3
* xyz 1 1
C 0.0731 -1.1267 0.8778
C -0.8667 1.3511 0.0188
C 0.8088 0.4696 -1.6170
C -0.4761 0.3249 -0.9339
N -0.7646 -1.6642 1.6992
N 1.3651 -1.2877 1.0613
H -0.9963 2.3286 -0.4933
H -0.0866 1.5502 0.7950
H -1.8629 1.1268 0.5767
H 1.1864 -0.4534 -2.1992
H 1.5120 1.0363 -0.9414
H 0.6540 1.2774 -2.4271
H -1.3096 -0.0404 -1.5760
H -1.6999 -1.7310 1.9241
H -0.3434 -2.0928 2.4789
H 1.9777 -0.6166 0.4701
H 1.8220 -1.5216 1.9265
*
```

---

<y>
Below is an isolated ion of composition C4H11N2 and charge +1, with properties calculated with ωB97M-V/def2-TZVPD.

LUMO level in eV: -3.859
SMILES string: CCCNC=[NH2+]
Gap between HOMO and LUMO in Ha: 0.414

```
! RIJCOSX wB97M-V def2-TZVPD def2/J DEFGRID3
* xyz 1 1
C -0.1251 1.7436 -1.5973
C 1.1000 1.0692 -0.9204
C 0.6882 0.5257 0.4449
N -0.2436 -0.6320 0.2717
C -0.6707 -1.2330 1.3591
N -1.1116 -2.4710 1.3701
H -0.8026 2.1516 -0.8391
H 0.0737 2.5272 -2.3175
H -0.6826 0.9015 -2.0047
H 1.3021 0.2435 -1.6103
H 2.0476 1.5975 -0.8522
H 1.5260 0.2198 1.0787
H 0.1560 1.2329 1.0844
H -0.1325 -1.1970 -0.5618
H -0.6351 -0.7301 2.3164
H -1.2618 -2.9479 2.2465
H -1.2280 -3.0015 0.5315
*
```

---

Energies in eV, measured from the most stable structure: <w> 2.598; <x> 2.779; <y> 0.000.